# 1
The following is a quantum chemistry calculation of C2H8NO2 as an isolated structure, from OMol25.

Last column: Mulliken charge in e.
CARTESIAN COORDINATES (ANGSTROEM)
C: 0.048 0.084 0.106  -0.33
O: 1.097 -0.244 0.961  -0.53
C: -0.446 -1.042 -0.783  -0.56
N: -1.915 -1.095 -1.567  -0.67
H: 0.283 0.980 -0.482  0.27
H: -0.792 0.405 0.747  0.20
H: 0.336 -1.551 -1.354  0.41
H: -1.023 -0.383 -1.750  0.24
H: -2.445 -0.344 -1.107  0.23
H: -0.682 -1.838 -0.079  0.27
H: 2.274 2.538 1.649  0.15
H: 1.377 0.619 1.438  0.43
O: 1.886 1.871 2.220  -1.09

Properties
Gap between HOMO and LUMO   7.5041 eV
Charge   -1
Largest force on an atom   0.10797 Eh/bohr
E_HOMO   -0.1262 hartree

***

# 2
The following is a quantum chemistry calculation of a 2-piece molecular cluster, C2H8NO2P overall, from OMol25.

Last column: Löwdin spin population.
CARTESIAN COORDINATES (ANGSTROEM)
C: -0.186 -0.818 1.383  0.02
C: -0.203 -0.575 -1.539  0.02
N: -0.593 1.644 0.401  0.02
O: -3.760 0.021 -0.153  1.77
O: 0.662 2.023 -0.069  0.01
P: -0.992 0.038 0.042  0.15
H: -0.939 -1.503 1.576  0.00
H: 0.615 -1.376 0.955  0.00
H: 0.072 -0.068 2.231  0.00
H: 0.323 0.243 -1.937  0.00
H: 0.458 -1.441 -1.219  0.00
H: -0.813 -0.962 -2.231  0.00
H: -1.416 2.081 0.012  0.00
H: 1.198 2.554 0.467  0.00

Properties
Gap between HOMO and LUMO (alpha / beta)   9.0445 / 8.1745 eV
Expectation value of S²   2.01
Largest force on an atom   0.09442 Eh/bohr
2S+1   3
E_HOMO (alpha / beta)   -0.3067 / -0.3209 hartree

***

# 3
The following is a quantum chemistry calculation of a 2-piece molecular cluster, C2H8NO2PS overall, from OMol25.

Last column: Mulliken charge in e.
CARTESIAN COORDINATES (ANGSTROEM)
C: 0.993 1.397 1.899  -0.87
C: -0.378 -1.925 -1.624  -0.48
N: 0.815 0.186 1.139  -0.33
O: -1.599 0.488 0.824  -0.51
O: -0.274 -1.311 -0.373  -0.26
P: -0.305 0.328 -0.117  0.48
S: -0.989 1.060 -3.225  -0.14
H: 1.538 1.929 1.180  0.40
H: 0.024 1.840 2.000  0.27
H: 1.564 1.425 2.858  0.25
H: -1.342 -2.647 -1.723  0.19
H: 0.493 -2.669 -1.844  0.22
H: -0.154 -1.214 -2.376  0.16
H: 1.756 -0.143 0.800  0.28
H: -2.143 1.257 0.582  0.35

Properties
Gap between HOMO and LUMO (alpha / beta)   6.5396 / 6.4912 eV
Largest force on an atom   0.07141 Eh/bohr
E_HOMO (alpha / beta)   -0.3205 / -0.3225 hartree

***

# 4
The following is a quantum chemistry calculation of a 2-piece molecular cluster, C2H8NO2PS overall, from OMol25.

Last column: Mulliken charge in e.
CARTESIAN COORDINATES (ANGSTROEM)
C: 0.420 -0.745 1.920  -0.58
O: 1.230 -0.409 0.755  -0.30
P: 0.650 0.431 -0.605  0.39
N: 1.962 0.243 -1.671  -0.66
S: 1.087 2.446 -0.056  -0.30
H: -0.596 -0.413 1.775  0.31
H: 0.931 -0.305 2.780  0.25
H: 0.613 -1.826 2.134  0.20
H: 2.838 0.576 -1.349  0.28
H: 1.863 -0.718 -1.870  0.27
H: -0.184 2.632 0.151  0.11
C: -2.728 -0.491 -1.018  -0.10
O: -2.037 -1.072 -0.253  -0.33
H: -3.479 -0.934 -1.709  0.25
H: -2.571 0.586 -0.983  0.21

Properties
Gap between HOMO and LUMO   9.6185 eV
SMILES string   COP(N)S.C=O
Largest force on an atom   0.04459 Eh/bohr
E_HOMO   -0.3233 hartree

***

# 5
The following is a quantum chemistry calculation of a 3-piece molecular cluster, C2H8NO4 overall, from OMol25.

Last column: Mulliken charge in e.
CARTESIAN COORDINATES (ANGSTROEM)
C: 2.188 -0.704 -0.077  -0.79
N: 0.728 -0.693 -0.031  -0.29
C: 0.138 -0.605 1.279  0.58
O: -0.978 0.007 1.306  -0.83
O: 0.724 -1.161 2.214  -0.74
H: 2.593 0.218 -0.492  0.22
H: 2.542 -1.500 -0.752  0.21
H: 2.534 -0.937 0.921  0.35
H: 0.342 0.067 -0.577  0.33
H: -0.757 2.040 -0.162  0.33
H: -1.605 1.402 -1.228  0.40
O: -0.892 2.066 -1.118  -0.73
H: -1.951 -0.414 -0.015  0.45
H: -3.138 0.387 -0.423  0.30
O: -2.468 -0.174 -0.844  -0.77

Properties
Gap between HOMO and LUMO   8.7724 eV
Charge   -1
Largest force on an atom   0.02301 Eh/bohr
E_HOMO   -0.1749 hartree

***

# 6
The following is a quantum chemistry calculation of C2H8NOP as an isolated structure, from OMol25.

Last column: Mulliken charge in e.
CARTESIAN COORDINATES (ANGSTROEM)
C: -0.383 0.130 -1.805  -0.90
C: -0.209 -1.300 0.872  -1.06
N: -0.160 1.920 1.284  -0.74
O: 1.864 0.108 -0.090  -0.65
P: 0.352 0.069 -0.120  0.81
H: -1.363 0.606 -1.840  0.33
H: 0.465 0.533 -2.391  0.30
H: -0.379 -0.915 -2.087  0.32
H: -0.059 -2.153 0.252  0.40
H: 0.585 -1.282 1.568  0.33
H: -1.239 -1.207 0.985  0.36
H: 0.749 2.138 1.201  0.26
H: -0.225 1.356 2.173  0.23

Properties
Gap between HOMO and LUMO   9.4722 eV
Largest force on an atom   0.12179 Eh/bohr
E_HOMO   -0.3340 hartree

***

# 7
The following is a quantum chemistry calculation of one molecule with the formula C2H8NOPS, from OMol25.

Last column: Mulliken charge in e.
CARTESIAN COORDINATES (ANGSTROEM)
C: 1.864 0.458 0.164  -0.87
C: 0.829 -0.525 -0.362  -0.52
N: -0.407 -0.561 0.414  -0.36
S: -1.572 0.814 0.214  0.43
O: -1.257 1.656 -0.962  -0.53
P: -3.207 -0.501 -0.352  -0.08
H: 1.842 0.537 1.361  0.22
H: 2.784 0.087 -0.234  0.33
H: 1.515 1.394 -0.209  0.27
H: 0.466 -0.429 -1.445  0.31
H: 1.392 -1.431 -0.452  0.36
H: -0.076 -0.640 1.365  0.28
H: -3.610 0.478 -1.305  0.11
H: -4.021 0.037 0.613  0.06

Properties
Gap between HOMO and LUMO   9.2340 eV
SMILES string   CCNS(=O)#[PH2]
Largest force on an atom   0.05303 Eh/bohr
E_HOMO   -0.3154 hartree

***

# 8
The following is a quantum chemistry calculation of one molecule with the formula C2H8NOPS, from OMol25.

Last column: Löwdin spin population.
CARTESIAN COORDINATES (ANGSTROEM)
C: 0.032 -1.300 0.306  0.08
C: -0.060 -0.071 -0.538  0.65
N: 1.774 1.056 0.745  0.09
O: -0.443 1.279 1.663  0.00
P: -1.993 0.346 -1.637  0.97
S: 0.214 1.586 0.410  0.02
H: -0.886 -1.971 0.234  0.03
H: 0.185 -1.127 1.320  0.01
H: 0.830 -1.826 -0.216  0.01
H: 0.596 -0.014 -1.366  0.02
H: 1.754 0.474 1.551  0.00
H: 2.423 1.786 0.656  0.01
H: -1.504 1.594 -1.737  0.07
H: -2.662 0.851 -0.349  0.04

Properties
Gap between HOMO and LUMO (alpha / beta)   5.8144 / 6.8647 eV
Expectation value of S²   2.01
Largest force on an atom   0.07811 Eh/bohr
2S+1   3
E_HOMO (alpha / beta)   -0.1947 / -0.3486 hartree

***

# 9
The following is a quantum chemistry calculation of a 3-piece molecular cluster, C2H8NOS overall, from OMol25.

Last column: Mulliken charge in e.
CARTESIAN COORDINATES (ANGSTROEM)
C: -2.780 1.389 -0.256  -0.13
C: 0.858 0.623 0.268  0.25
N: 1.181 -2.022 0.291  -0.71
O: -0.065 0.989 -0.368  -0.42
S: 2.498 0.578 -0.434  -0.09
H: -2.755 1.444 0.869  0.31
H: -3.259 0.375 -0.427  0.30
H: -2.721 2.158 -0.948  0.30
H: 0.952 0.212 1.341  0.28
H: 1.180 -2.158 1.325  0.28
H: 1.995 -2.605 0.036  0.26
H: 0.445 -2.330 -0.199  0.20
H: 2.472 1.347 -1.498  0.16

Properties
Gap between HOMO and LUMO (alpha / beta)   5.0483 / 4.4152 eV
Charge   +1
Largest force on an atom   0.11458 Eh/bohr
E_HOMO (alpha / beta)   -0.4745 / -0.4740 hartree

***

# 10
The following is a quantum chemistry calculation of a 2-piece molecular cluster, C2H8NOS2 overall, from OMol25.

Last column: Mulliken charge in e.
CARTESIAN COORDINATES (ANGSTROEM)
C: 0.927 1.578 -0.206  -0.44
C: 0.814 0.441 -1.085  0.38
N: -0.980 -1.123 0.316  -0.36
O: 0.163 0.518 -2.105  -0.46
S: 0.555 1.172 1.480  -0.24
S: 1.936 -0.936 -0.727  -0.23
H: 0.144 2.318 -0.484  0.32
H: 1.806 2.130 -0.162  0.38
H: -0.287 -1.714 -0.130  0.26
H: -0.619 -0.668 1.184  0.21
H: -1.686 -1.758 0.672  0.42
H: -1.438 -0.396 -0.211  0.36
H: 1.698 0.617 1.701  0.19
H: 2.336 -1.234 -1.966  0.23

Properties
Gap between HOMO and LUMO   10.1153 eV
Charge   +1
Largest force on an atom   0.07251 Eh/bohr
E_HOMO   -0.5152 hartree

***

# 11
The following is a quantum chemistry calculation of a 2-piece molecular cluster, C2H8NS overall, from OMol25.

Last column: Mulliken charge in e.
CARTESIAN COORDINATES (ANGSTROEM)
S: -2.256 -2.046 -1.204  -0.82
H: -2.104 -1.025 -0.374  -0.16
C: 1.221 -0.195 -0.513  -1.04
C: 0.453 0.345 0.688  -0.25
N: -0.584 1.314 0.407  -0.71
H: 1.719 -1.143 -0.326  0.27
H: 2.003 0.565 -0.710  0.28
H: 0.675 -0.331 -1.442  0.30
H: 1.103 0.741 1.479  0.35
H: 0.071 -0.594 1.151  0.27
H: -1.179 1.332 1.233  0.24
H: -1.122 1.038 -0.389  0.28

Properties
Gap between HOMO and LUMO   6.6357 eV
Charge   -1
Largest force on an atom   0.04760 Eh/bohr
E_HOMO   -0.0942 hartree

***

# 12
The following is a quantum chemistry calculation of a 2-piece molecular cluster, C2H8NS overall, from OMol25.

Last column: Mulliken charge in e.
CARTESIAN COORDINATES (ANGSTROEM)
N: 3.701 0.351 1.459  -0.73
H: 3.893 1.199 1.921  0.19
H: 3.609 0.563 0.444  0.26
H: 2.787 0.126 1.744  0.29
C: -2.613 0.062 -0.826  -0.84
C: -1.157 -0.698 -0.747  -0.58
S: -0.120 0.152 0.563  -0.77
H: -2.396 0.974 -1.364  0.19
H: -2.704 0.239 0.226  0.24
H: -3.392 -0.501 -1.346  0.31
H: -0.545 -0.755 -1.650  0.23
H: -1.064 -1.712 -0.424  0.22

Properties
Gap between HOMO and LUMO   6.5118 eV
Charge   -1
Largest force on an atom   0.07082 Eh/bohr
E_HOMO   -0.0826 hartree

***

# 13
The following is a quantum chemistry calculation of a 2-piece molecular cluster, C2H8NS overall, from OMol25.

Last column: Mulliken charge in e.
CARTESIAN COORDINATES (ANGSTROEM)
S: 2.863 -1.596 -1.231  -0.87
H: 1.661 -1.933 -1.800  -0.07
C: -1.546 0.183 0.446  -1.01
C: -0.229 0.719 -0.162  -0.10
N: 0.864 0.494 0.937  -0.73
H: -1.582 -0.904 0.534  0.34
H: -2.438 0.579 -0.269  0.26
H: -1.805 0.783 1.408  0.26
H: -0.139 1.855 -0.555  0.23
H: 0.073 0.074 -1.083  0.15
H: 1.771 0.160 0.539  0.27
H: 0.506 -0.415 1.237  0.27

Properties
Gap between HOMO and LUMO   6.5699 eV
Charge   -1
Largest force on an atom   0.08932 Eh/bohr
E_HOMO   -0.1004 hartree

***

# 14
The following is a quantum chemistry calculation of a 2-piece molecular cluster, C2H8NS overall, from OMol25.

Last column: Löwdin spin population.
CARTESIAN COORDINATES (ANGSTROEM)
C: 0.271 -1.585 -0.264  0.02
C: -1.084 0.161 -1.433  0.56
N: -0.103 -0.197 -0.562  0.30
H: -0.152 -1.833 0.710  0.01
H: 1.358 -1.626 -0.263  0.00
H: -0.127 -2.203 -1.062  0.00
H: -1.683 -0.594 -1.920  0.05
H: -1.392 1.192 -1.496  0.05
H: 0.359 0.542 -0.055  0.00
S: 1.342 2.105 1.728  0.00
H: 0.057 2.481 1.680  0.00
H: 1.155 1.557 2.940  0.00

Properties
Gap between HOMO and LUMO (alpha / beta)   6.2521 / 10.6463 eV
Expectation value of S²   0.75
Largest force on an atom   0.03383 Eh/bohr
2S+1   2
E_HOMO (alpha / beta)   -0.2027 / -0.3645 hartree

***

# 15
The following is a quantum chemistry calculation of an isolated ion of composition C2H8NS and charge +1, from OMol25.

Last column: Mulliken charge in e.
CARTESIAN COORDINATES (ANGSTROEM)
N: -1.227 1.100 0.547  -0.27
C: -1.332 -0.381 0.440  -0.39
C: -0.029 -1.067 -0.074  -0.64
S: 1.399 0.063 -0.440  -0.18
H: -2.185 1.442 0.707  0.39
H: -0.821 1.530 -0.269  0.25
H: -0.697 1.368 1.381  0.36
H: -1.510 -0.820 1.415  0.32
H: -2.143 -0.657 -0.224  0.35
H: -0.145 -1.685 -0.955  0.36
H: 0.361 -1.659 0.748  0.32
H: 0.885 0.675 -1.525  0.12

Properties
Gap between HOMO and LUMO   9.9500 eV
Charge   +1
SMILES string   [NH3+]CCS
Largest force on an atom   0.03858 Eh/bohr
E_HOMO   -0.5088 hartree

***

# 16
The following is a quantum chemistry calculation of a 2-piece molecular cluster, C2H8NS2 overall, from OMol25.

Last column: Löwdin spin population.
CARTESIAN COORDINATES (ANGSTROEM)
C: 0.725 1.347 0.885  0.00
C: -0.621 1.178 0.154  0.07
S: -0.544 0.148 -1.318  0.74
N: 1.835 1.839 0.085  0.00
H: 1.006 0.366 1.280  0.00
H: 0.580 2.014 1.722  0.00
H: -1.029 2.138 -0.158  0.02
H: -1.369 0.742 0.815  0.01
H: 1.650 2.771 -0.275  0.00
H: 1.988 1.230 -0.706  0.00
S: -0.582 -2.405 0.785  0.12
H: -0.536 -1.434 -0.177  0.03
H: 0.056 -3.314 0.026  0.00

Properties
Gap between HOMO and LUMO (alpha / beta)   10.2053 / 6.7377 eV
Expectation value of S²   0.75
Largest force on an atom   0.01345 Eh/bohr
2S+1   2
E_HOMO (alpha / beta)   -0.3446 / -0.3370 hartree

***

# 17
The following is a quantum chemistry calculation of C2H8NSe as an isolated structure, from OMol25.

Last column: Mulliken charge in e.
CARTESIAN COORDINATES (ANGSTROEM)
C: -0.130 -1.440 -0.561  -1.18
C: 0.599 -0.116 -0.531  0.46
N: 0.062 0.972 -0.996  -0.31
Se: 2.392 0.008 0.034  0.12
H: -1.131 -1.346 -0.727  0.44
H: -0.147 -1.871 0.409  0.41
H: 0.407 -2.014 -1.281  0.41
H: -0.400 0.195 2.216  0.26
H: -0.663 0.883 -1.700  0.26
H: 0.420 1.899 -0.918  0.22
H: -0.739 0.090 1.487  -0.21
H: 2.573 1.382 0.043  0.13

Properties
Gap between HOMO and LUMO   9.6913 eV
Charge   +1
Largest force on an atom   0.06442 Eh/bohr
E_HOMO   -0.5414 hartree

***

# 18
The following is a quantum chemistry calculation of a 2-piece molecular cluster, C2H8O2 overall, from OMol25.

Last column: Mulliken charge in e.
CARTESIAN COORDINATES (ANGSTROEM)
C: -0.442 0.498 -1.743  -0.54
O: 0.764 1.242 -1.625  -0.51
H: -1.227 1.014 -1.194  0.22
H: -0.764 0.505 -2.786  0.33
H: -0.293 -0.500 -1.342  0.21
H: 1.335 1.052 -2.372  0.30
C: 0.290 -0.725 1.510  -0.48
O: -0.048 -0.718 2.916  -0.52
H: -0.380 -1.421 1.004  0.23
H: 0.205 0.267 1.097  0.23
H: 1.272 -1.177 1.518  0.24
H: -0.711 -0.036 3.019  0.29

Properties
Gap between HOMO and LUMO   11.0895 eV
SMILES string   CO.CO
Largest force on an atom   0.03505 Eh/bohr
E_HOMO   -0.3763 hartree

***

# 19
The following is a quantum chemistry calculation of a 2-piece molecular cluster, C2H8O2 overall, from OMol25.

Last column: Mulliken charge in e.
CARTESIAN COORDINATES (ANGSTROEM)
C: 1.604 1.266 -0.657  -0.43
O: 0.558 2.170 -0.848  -0.49
H: 1.358 0.673 0.151  0.19
H: 2.535 1.942 -0.474  0.22
H: 1.753 0.528 -1.555  0.19
H: -0.299 1.741 -0.629  0.30
C: -1.331 -1.439 0.259  -0.48
O: -0.729 -0.829 1.324  -0.49
H: -2.349 -1.446 0.374  0.28
H: -1.002 -2.551 0.439  0.21
H: -0.960 -0.945 -0.602  0.20
H: -1.137 -1.110 2.219  0.30

Properties
Gap between HOMO and LUMO   10.6766 eV
SMILES string   CO.CO
Largest force on an atom   0.08938 Eh/bohr
E_HOMO   -0.3685 hartree